1.
{"formula": "C29H37AlBrClF6O21P", "method": "ωB97M-V/def2-TZVPD", "symbols": ["C", "C", "C", "C", "C", "C", "O", "Al", "P", "O", "Cl", "O", "C", "C", "C", "C", "C", "Br", "H", "H", "H", "H", "H", "H", "H", "H", "H", "H", "H", "H", "H", "H", "H", "H", "H", "H", "H", "C", "C", "O", "C", "O", "O", "F", "H", "H", "H", "C", "C", "O", "C", "O", "O", "F", "H", "H", "H", "C", "C", "O", "C", "O", "O", "F", "H", "H", "H", "C", "C", "O", "C", "O", "O", "F", "H", "H", "H", "C", "C", "O", "C", "O", "O", "F", "H", "H", "H", "C", "C", "O", "C", "O", "O", "F", "H", "H", "H"], "positions_angstrom": [[-1.1276, -2.8059, -2.3593], [0.0291, -2.3253, -1.6783], [0.9736, -1.6210, -0.4945], [0.3638, -0.1351, -0.0618], [-1.0429, -0.4283, 0.7932], [-1.7075, 0.9496, 1.4122], [-1.3405, 2.2366, 0.7684], [-2.0823, 3.4324, 2.0721], [-0.8445, 3.7683, 4.0519], [0.7680, 3.0463, 3.8685], [-1.7329, 2.6029, 5.6145], [-3.6208, 2.3060, 2.2846], [-3.3563, 0.9652, 1.6911], [-3.4966, -0.2262, 2.8082], [-4.0223, 0.7934, 0.2035], [-5.6550, 0.9226, 0.1496], [-6.4686, -0.0761, 1.1630], [-6.1893, -2.0196, 0.6695], [-2.1064, -3.3260, -2.7909], [0.9568, -2.2633, 0.5044], [2.0600, -1.5666, -0.9326], [0.0772, 0.4985, -1.0232], [1.1305, 0.5080, 0.5591], [-1.7619, -1.0499, 0.1104], [-0.7527, -1.1434, 1.7015], [-1.1074, 1.0425, 2.4394], [-2.3553, 4.9428, 1.5755], [0.6146, 2.3631, 3.1425], [-2.5072, -0.3444, 3.4629], [-3.8234, -1.2482, 2.3326], [-4.3261, 0.1337, 3.5849], [-3.5967, 1.6940, -0.4550], [-3.7060, -0.1854, -0.3662], [-6.0221, 2.0441, 0.2751], [-5.9854, 0.6158, -0.9552], [-7.6396, 0.1212, 1.0392], [-6.2229, 0.1613, 2.2822], [-4.8374, 0.1118, -5.3300], [-4.4952, -0.5669, -4.0479], [-5.2512, 0.1383, -3.0897], [-6.3479, 0.5860, -3.7631], [-7.3613, 0.9982, -3.2235], [-6.1771, 0.5097, -5.1182], [-3.1846, -0.4114, -3.7547], [-4.2212, 0.9973, -5.5182], [-4.7590, -0.5593, -6.1897], [-4.7608, -1.6290, -4.0174], [-2.1411, 2.9218, -9.0562], [-1.3834, 2.6268, -7.8070], [-2.2820, 1.8449, -7.0534], [-3.0490, 1.1985, -7.9756], [-3.7502, 0.2320, -7.7262], [-2.9309, 1.7606, -9.2172], [-1.1265, 3.7620, -7.1193], [-2.7950, 3.7949, -8.9589], [-1.4829, 3.0706, -9.9165], [-0.4544, 2.0691, -7.9666], [2.7697, 5.5090, 2.6197], [2.7558, 5.4880, 1.1294], [3.6260, 6.5394, 0.7769], [4.5195, 6.6190, 1.8026], [5.5813, 7.2163, 1.7404], [4.0843, 5.9409, 2.9081], [1.5236, 5.7776, 0.6545], [2.0529, 6.2224, 3.0400], [2.5774, 4.5230, 3.0514], [3.1140, 4.5508, 0.6904], [2.2953, -7.4047, -2.2835], [1.1704, -6.6397, -2.8926], [0.7743, -5.7611, -1.8641], [1.9034, -5.5367, -1.1351], [2.0311, -4.6257, -0.3341], [2.8793, -6.4532, -1.4166], [0.1314, -7.4559, -3.1791], [1.9545, -8.2664, -1.6998], [3.0161, -7.7495, -3.0298], [1.4487, -6.0640, -3.7818], [3.8175, -2.9044, 2.4088], [3.6335, -1.5211, 2.9325], [2.8769, -1.7112, 4.1065], [3.2240, -2.9500, 4.5553], [2.9935, -3.3596, 5.6809], [3.8696, -3.6759, 3.5921], [2.9057, -0.7730, 2.0733], [2.9759, -3.2400, 1.7936], [4.7392, -3.0110, 1.8304], [4.5685, -1.0055, 3.1764], [6.8500, -0.1168, 6.4272], [6.9213, -1.3275, 5.5608], [8.0737, -1.1065, 4.7798], [8.8891, -0.3424, 5.5595], [10.0784, -0.1742, 5.3470], [8.2131, 0.2071, 6.6143], [5.8531, -1.3930, 4.7347], [6.3410, 0.7224, 5.9414], [6.3600, -0.3181, 7.3837], [7.0248, -2.2683, 6.1118]], "homo_lumo_gap_ev": 6.5, "e_homo_ev": -4.95, "charge": -1, "spin_multiplicity": 1, "e_tot_ev": -188422.806}

2.
{"formula": "C29H37BrN4O4", "method": "ωB97M-V/def2-TZVPD", "symbols": ["O", "C", "N", "C", "C", "C", "C", "C", "C", "H", "H", "Br", "H", "H", "H", "C", "C", "C", "O", "N", "C", "H", "H", "C", "N", "C", "C", "C", "C", "C", "H", "H", "H", "H", "H", "H", "H", "H", "H", "H", "H", "H", "C", "C", "C", "C", "H", "C", "H", "O", "H", "C", "O", "N", "H", "C", "C", "C", "C", "C", "C", "H", "H", "H", "H", "H", "H", "H", "H", "H", "H", "H", "H", "H", "H"], "positions_angstrom": [[3.8392, 3.7808, -0.4984], [3.5309, 2.6761, -0.8811], [3.8592, 2.1228, -2.0816], [4.6040, 2.6701, -3.1270], [5.1737, 3.9395, -3.0643], [5.9038, 4.4226, -4.1337], [6.0649, 3.6399, -5.2637], [5.5042, 2.3758, -5.3429], [4.7752, 1.8950, -4.2742], [4.3331, 0.9104, -4.3253], [5.6364, 1.7751, -6.2294], [7.0731, 4.3084, -6.7352], [6.3464, 5.4055, -4.0862], [5.0437, 4.5416, -2.1810], [3.5080, 1.1864, -2.2576], [2.6945, 1.6991, -0.0753], [1.3401, 1.4020, -0.7295], [1.0984, -0.0286, -1.1732], [1.8498, -0.6826, -1.8686], [-0.0773, -0.4301, -0.6515], [-0.6317, -1.7335, -0.9394], [-1.2589, -2.0413, -0.1027], [0.2183, -2.4158, -1.0180], [-1.4410, -1.7991, -2.2663], [-2.8736, -1.7177, -2.1888], [-3.5143, -2.7870, -1.4507], [-4.9931, -2.8439, -1.8281], [-5.6585, -1.5091, -1.5110], [-4.9054, -0.3939, -2.2274], [-3.4328, -0.4307, -1.8234], [-2.8829, 0.3483, -2.3592], [-3.3633, -0.2415, -0.7400], [-5.3294, 0.5787, -1.9731], [-4.9816, -0.5360, -3.3066], [-6.7049, -1.5231, -1.8212], [-5.6251, -1.3316, -0.4335], [-5.0753, -3.0467, -2.8970], [-5.4790, -3.6550, -1.2831], [-3.0250, -3.7297, -1.7093], [-3.4345, -2.6418, -0.3581], [-1.0872, -1.0006, -2.9248], [-1.2055, -2.7516, -2.7498], [-0.7545, 0.5744, 0.1633], [0.3647, 1.5564, 0.4758], [0.2222, 3.0453, 0.6837], [1.3934, 3.4237, 1.1827], [1.7619, 4.4015, 1.4134], [2.2070, 2.1564, 1.3349], [2.9664, 2.1465, 2.1105], [1.1997, 1.1812, 1.5720], [-0.6299, 3.6251, 0.3925], [-1.4374, -0.0402, 1.3973], [-2.6291, 0.0951, 1.5817], [-0.6185, -0.7655, 2.1698], [0.3762, -0.6883, 2.0133], [-1.0364, -1.3523, 3.4281], [-0.4656, -0.5611, 4.6062], [-0.8981, -1.1901, 5.9271], [-0.4508, -2.6470, 5.9978], [-1.0200, -3.4353, 4.8223], [-0.5859, -2.8114, 3.4990], [-1.0115, -3.3699, 2.6627], [0.5030, -2.8531, 3.4141], [-0.6815, -4.4721, 4.8683], [-2.1105, -3.4355, 4.8803], [-0.7826, -3.0920, 6.9375], [0.6403, -2.6939, 5.9724], [-0.4714, -0.6273, 6.7592], [-1.9857, -1.1399, 6.0111], [0.6252, -0.5574, 4.5378], [-0.8094, 0.4731, 4.5471], [-2.1299, -1.2973, 3.4441], [-1.5346, 1.0861, -0.4170], [1.1054, 2.0871, -1.5477], [3.2610, 0.7699, 0.0498]], "smiles": "O=C(Nc1ccc(Br)cc1)[C@@H]1[C@H]2C(=O)N(CCN3CCCCC3)[C@@H](C(=O)NC3CCCCC3)[C@]23C=C[C@H]1O3", "homo_lumo_gap_ev": 8.9, "e_homo_ev": -8.32, "spin_multiplicity": 1, "e_tot_ev": -114868.115}

3.
{"formula": "C29H37F14N3O2Si2", "method": "ωB97M-V/def2-TZVPD", "symbols": ["C", "C", "O", "C", "C", "N", "C", "C", "C", "N", "C", "C", "C", "F", "F", "C", "F", "F", "C", "F", "F", "C", "F", "F", "F", "C", "C", "C", "F", "F", "C", "C", "C", "C", "C", "C", "F", "F", "F", "C", "O", "H", "H", "H", "H", "H", "H", "H", "H", "H", "H", "H", "H", "H", "H", "H", "H", "H", "H", "H", "C", "Si", "C", "C", "N", "Si", "C", "C", "C", "H", "H", "H", "H", "H", "H", "H", "H", "H", "H", "H", "H", "H", "H", "H", "H", "H", "H"], "positions_angstrom": [[-6.2767, 4.3768, -0.7636], [-5.0896, 3.8513, 0.2553], [-3.9262, 4.7958, 0.3339], [-2.8611, 3.9278, 0.9381], [-1.8656, 4.8782, 1.8722], [-0.7530, 4.0581, 2.5637], [-1.4118, 2.9863, 3.4596], [-2.8481, 3.2436, 4.2772], [-3.4474, 2.0262, 5.2014], [-2.8404, 0.6710, 5.4411], [-1.5525, 0.4336, 4.7010], [-0.7610, 1.4737, 3.7080], [0.1128, 4.8686, 3.4725], [-0.4350, 6.2678, 3.6775], [0.0693, 4.2978, 4.8736], [1.6694, 5.1084, 3.1157], [2.0867, 6.2285, 4.0545], [1.9342, 5.7382, 1.7662], [2.7339, 3.9166, 3.4078], [2.1944, 2.6073, 3.8082], [3.6458, 4.3281, 4.5440], [3.7976, 3.6420, 2.1456], [4.7392, 4.7948, 1.9626], [3.1363, 3.2003, 0.9003], [4.6665, 2.5054, 2.6312], [-0.0838, 3.3431, 1.4161], [-1.1377, 2.4362, 0.4837], [-0.3143, 1.7114, -0.7790], [-1.3090, 1.3232, -1.8452], [0.5690, 2.7399, -1.4449], [0.6002, 0.4523, -0.2645], [2.1310, 0.3450, -0.9084], [3.1493, -0.8478, -0.4312], [2.6866, -1.9671, 0.6947], [1.1390, -1.8336, 1.2692], [0.6252, -2.9605, 2.3610], [-0.7400, -3.3946, 1.8809], [0.6082, -2.4561, 3.7553], [1.5240, -4.1499, 2.1691], [0.0737, -0.6593, 0.8246], [-2.1406, 3.3238, -0.1937], [-5.8626, 5.2825, -1.3793], [-7.2161, 4.6179, -0.1044], [-6.5670, 3.4675, -1.4778], [-5.5365, 3.7026, 1.3512], [-4.7622, 2.7818, -0.1621], [-3.4356, 3.1097, 1.5460], [-2.5723, 5.4365, 2.6091], [-1.3086, 5.6378, 1.1694], [-3.4297, 4.2565, 4.2239], [-4.4866, 2.2500, 5.7449], [-1.0431, -0.6364, 4.8459], [0.2199, 1.1203, 3.1797], [0.7802, 2.6147, 1.6950], [0.2674, 4.1901, 0.6500], [-1.6413, 1.5634, 1.0726], [2.5359, 1.1160, -1.7173], [4.2339, -0.8905, -0.8696], [3.4300, -2.8110, 1.0634], [-1.0263, -0.5659, 1.2503], [4.4039, -5.7440, -4.5840], [2.5143, -5.6167, -4.6137], [1.8485, -7.3696, -4.6508], [2.0451, -4.7625, -6.2183], [2.0077, -4.7297, -3.2032], [0.3216, -4.4180, -2.8966], [-0.6801, -5.9865, -2.6721], [-0.4821, -3.3794, -4.2358], [0.1859, -3.4386, -1.2833], [4.7531, -6.2975, -5.4604], [4.8553, -4.7480, -4.5997], [4.7386, -6.2677, -3.6855], [2.3637, -7.9524, -5.4194], [0.7821, -7.3909, -4.8880], [2.0012, -7.8678, -3.6889], [2.3190, -3.7050, -6.1916], [0.9760, -4.8453, -6.4205], [2.5730, -5.2269, -7.0579], [-0.8379, -6.5037, -3.6209], [-1.6677, -5.7481, -2.2639], [-0.1850, -6.6716, -1.9774], [0.1301, -2.5046, -4.4726], [-1.4604, -3.0237, -3.8998], [-0.6419, -3.9544, -5.1500], [0.7239, -2.4894, -1.3600], [0.6009, -4.0099, -0.4484], [-0.8662, -3.2236, -1.0630]], "homo_lumo_gap_ev": 1.4, "e_homo_ev": -4.64, "spin_multiplicity": 1, "e_tot_ev": -93011.072}

4.
{"formula": "C29H37FN7O3RhS", "method": "ωB97M-V/def2-TZVPD", "symbols": ["Rh", "C", "C", "C", "C", "C", "C", "C", "F", "C", "C", "C", "O", "C", "C", "N", "C", "C", "O", "O", "H", "H", "H", "H", "H", "H", "H", "H", "H", "H", "H", "N", "C", "C", "N", "C", "C", "N", "C", "C", "N", "H", "H", "H", "H", "H", "H", "C", "C", "C", "C", "N", "C", "S", "N", "C", "C", "C", "C", "H", "H", "H", "H", "H", "H", "H", "H", "H", "H", "H", "H", "H", "H", "H", "H", "H", "H", "H", "H"], "positions_angstrom": [[0.3610, 0.1959, -0.2778], [-6.3131, -0.6495, -3.9615], [-6.1450, -1.7834, -2.9550], [-7.3898, -1.9144, -2.0798], [-7.2114, -3.0504, -1.0822], [-5.9865, -2.8114, -0.2639], [-5.8856, -3.3099, 1.0189], [-4.7423, -3.0640, 1.7736], [-4.6523, -3.5556, 3.0072], [-3.6963, -2.3217, 1.2707], [-3.7662, -1.8307, -0.0318], [-2.6091, -1.0980, -0.5511], [-1.6360, -0.8459, 0.1888], [-2.7274, -0.7329, -1.9247], [-3.8917, -0.9686, -2.6113], [-4.9615, -1.5804, -2.1051], [-4.9176, -2.0659, -0.8187], [-1.6130, -0.0516, -2.7036], [-1.8860, 0.4727, -3.7677], [-0.4418, -0.0655, -2.1997], [-7.2740, -0.7556, -4.4556], [-5.5550, -0.6609, -4.7387], [-6.2916, 0.3136, -3.4566], [-5.9975, -2.7307, -3.4918], [-8.2486, -2.1118, -2.7189], [-7.5729, -0.9772, -1.5505], [-7.0975, -3.9999, -1.6146], [-8.0821, -3.1469, -0.4338], [-6.6881, -3.8944, 1.4439], [-2.8106, -2.1210, 1.8513], [-3.9225, -0.6357, -3.6383], [0.0763, 1.2452, 3.8105], [-0.5574, 2.4007, 3.4688], [-0.6598, 2.4018, 2.1061], [-0.0925, 1.2697, 1.6238], [0.3440, 0.5681, 2.6702], [0.9444, -0.7262, 2.4862], [1.0645, -1.2458, 1.2658], [1.5832, -2.4868, 1.3980], [1.8018, -2.7292, 2.7280], [1.3996, -1.6158, 3.3998], [0.2909, 0.9656, 4.7559], [-0.8836, 3.1135, 4.1959], [-1.1140, 3.1332, 1.4670], [1.7587, -3.1242, 0.5543], [2.1903, -3.5921, 3.2254], [1.4415, -1.5018, 4.4020], [0.2593, 4.9738, -5.5810], [0.6214, 5.6230, -4.2528], [1.2167, 4.6436, -3.2416], [0.2021, 3.5933, -2.7676], [0.7755, 2.7621, -1.7197], [1.6878, 1.7958, -1.9361], [2.5198, 1.1571, -0.5432], [2.0093, 1.3979, -3.1470], [2.9051, 0.3070, -3.4707], [3.9873, 0.7521, -4.4528], [4.9497, 1.7849, -3.8618], [5.8307, 1.2148, -2.7572], [-0.0493, 5.7374, -6.2887], [-0.5643, 4.2717, -5.4727], [1.1162, 4.4532, -6.0030], [-0.2598, 6.1032, -3.8236], [1.3637, 6.4035, -4.4311], [1.5642, 5.2033, -2.3698], [2.0845, 4.1485, -3.6836], [-0.1391, 2.9606, -3.5903], [-0.6756, 4.0944, -2.3540], [0.7950, 3.1921, -0.8014], [1.4847, 1.7685, -3.9314], [2.3179, -0.5054, -3.9072], [3.3694, -0.0518, -2.5506], [3.5210, 1.1590, -5.3525], [4.5504, -0.1338, -4.7482], [4.3884, 2.6406, -3.4773], [5.5908, 2.1517, -4.6648], [5.2526, 0.9507, -1.8738], [6.5717, 1.9505, -2.4577], [6.3546, 0.3286, -3.1063]], "homo_lumo_gap_ev": [7.8, 4.5], "s_squared": 6.016, "e_homo_ev": [-13.02, -12.96], "charge": 2, "spin_multiplicity": 5, "e_tot_ev": -63795.206}

Question: Number 4 is which compound?
Answer: C29H37FN7O3RhS